This record from the OMol25 dataset describes a gas-phase ion, C6H11N2O (charge +1) in a non-equilibrium geometry. The level of theory is the ωB97M-V functional and the def2-TZVPD basis.

```
20
Properties=species:S:1:pos:R:3:forces:R:3
C 0.79324 -0.96790 0.58839 -2.027 -0.222 -0.775
C -0.34369 -1.57835 0.12639 1.723 1.833 -0.795
C -2.15857 -0.10596 -0.12566 -0.507 -1.051 2.582
C -1.47689 0.97687 0.66448 0.163 -2.809 1.254
C 0.51429 1.21698 -0.55376 0.442 0.089 -1.034
C 2.66539 0.36344 -0.15225 3.250 -1.103 2.864
N 1.24238 0.28025 0.02083 -1.150 -0.721 -0.369
N -1.27549 -0.99706 -0.73137 2.001 -1.073 -1.137
O -0.65223 1.62288 -0.20405 1.619 1.658 -1.563
H 1.47194 -1.43284 1.28433 0.076 0.004 -0.084
H -0.50502 -2.59555 0.17249 0.251 -2.240 1.148
H -2.82639 -0.59832 0.61710 -0.003 0.211 -0.539
H -2.70173 0.39231 -0.83562 -1.706 0.955 -1.900
H -2.29648 1.59022 0.77105 -1.297 1.964 1.436
H -0.96904 0.59678 1.58742 -0.558 0.768 -0.719
H 0.90188 1.80883 -1.44778 -0.102 -0.767 1.628
H 3.27907 -0.62977 -0.23446 -1.906 1.440 -0.261
H 2.89736 0.96932 -1.01301 0.326 0.484 0.154
H 3.06018 0.73717 0.91571 -0.479 -0.104 -2.674
H -1.62017 -1.64931 -1.45025 -0.114 0.682 0.783
```
Positions in Å, forces in eV/Å.

Computed properties:
Kohn-Sham gap (alpha / beta) ... 0.3371 / 0.3371 Eh
Total energy ... -11418.85499 eV
E_HOMO (alpha / beta) ... -13.1 / -13.1 eV
ΔE to the lowest compared entry with this formula, charge and spin ... 76.4 kcal/mol
Charge ... +1
Structure (SMILES) ... C[N+]1=C/OCCN/C=C\1